C27H24N5O6S4Tc | the ωB97M-V functional and the def2-TZVPD basis

## Properties
Charge ... -1
2S+1 ... 4
F_max ... 6.61 eV Å⁻¹
<S²> ... 3.7797

```
67
Properties=species:S:1:pos:R:3:forces:R:3:nbo_charge:R:1
Tc -0.482 0.177 0.497 -0.1112 -5.7981 3.1695 0.1956
N 6.602 -0.404 -3.836 -0.3188 0.2941 -0.0798 -0.7998
C 5.663 -0.365 -2.790 0.3912 -0.5897 0.5704 0.1647
C 5.876 0.469 -1.685 -0.5415 0.0596 0.2791 -0.3002
C 5.010 0.436 -0.589 -0.0108 -0.1484 -0.4655 -0.0877
C 3.945 -0.462 -0.586 -0.5272 0.2930 0.1089 -0.3637
C 3.763 -1.353 -1.644 0.3722 0.3595 -0.1168 -0.1717
C 4.636 -1.314 -2.733 -0.4550 0.2061 0.3332 -0.2642
S 2.844 -0.569 0.855 4.4182 -2.4184 0.5927 2.3496
O 2.659 -2.021 0.957 0.5664 4.2580 0.7529 -0.9566
O 3.659 -0.024 1.943 -1.7042 0.5299 -0.8632 -0.9378
N 1.506 0.207 0.497 1.0083 1.8144 -0.2696 -0.8509
C 1.411 1.543 0.429 3.5200 1.8704 -0.2596 0.5906
N 0.154 2.039 0.497 2.7991 2.5756 -0.2220 -0.5141
C 0.023 3.376 0.430 -0.8111 -0.3069 0.0770 0.1089
C 1.082 4.237 0.284 -0.4538 -0.1078 0.1304 -0.3409
C 2.313 3.638 0.198 1.1010 -1.3908 -0.0211 0.1061
N 2.501 2.309 0.253 -0.2564 1.0664 0.1149 -0.4616
H 7.070 0.487 -3.964 -0.0906 -0.2772 -0.1569 0.3703
H 6.203 -0.761 -4.697 0.2289 0.1868 0.1142 0.3726
H 6.716 1.155 -1.665 0.0039 -0.0445 -0.1171 0.2026
H 5.160 1.097 0.260 -0.0700 -0.1577 -0.1394 0.2354
H 2.961 -2.085 -1.603 0.0699 0.0850 -0.0142 0.2445
H 4.505 -2.034 -3.535 0.0670 0.0887 -0.0293 0.2082
H -0.995 3.740 0.504 0.0573 -0.0311 -0.0045 0.2110
H 0.955 5.307 0.239 -0.0809 0.0085 0.0248 0.2289
H 3.220 4.221 0.081 0.0112 0.0486 -0.0533 0.1961
N 3.211 -9.136 0.473 -0.4240 1.0485 -0.0049 -0.3628
C 2.766 -8.064 0.477 0.4361 -1.1174 0.0103 0.3048
C 2.217 -6.740 0.481 -0.1102 0.2650 0.0296 -0.2189
C 3.064 -5.627 0.438 -0.3591 0.4208 -0.0290 -0.1578
C 2.528 -4.335 0.443 0.8482 -1.6316 -0.3739 -0.2140
C 1.141 -4.148 0.489 -0.0974 0.3165 0.0165 0.0031
C 0.294 -5.262 0.532 0.1525 -0.7331 -0.0040 -0.1897
C 0.830 -6.554 0.528 -0.2949 0.4606 -0.0105 -0.1714
C 0.591 -2.822 0.493 -0.3079 -2.3920 -0.3473 -0.1070
C 0.134 -1.720 0.497 -1.7686 0.4258 -0.5154 -0.1525
H 4.145 -5.757 0.402 -0.2472 -0.0519 0.0022 0.2137
H 3.200 -3.478 0.409 -0.2744 -1.1680 -0.1817 0.2725
H -0.786 -5.132 0.568 0.2424 0.1129 0.0066 0.2469
H 0.159 -7.411 0.561 0.2169 0.1580 -0.0056 0.2202
O -4.358 -2.381 -0.913 -0.1687 -0.1024 0.5527 -0.9784
S -4.019 -2.339 0.504 -1.3656 -1.0952 0.2465 2.2903
O -4.916 -1.564 1.353 0.0482 -0.3557 -0.3650 -0.9826
O -3.515 -3.582 1.076 -0.5846 0.5921 -0.4436 -0.9601
S -2.347 -1.178 0.497 1.0815 -4.1544 -0.9812 0.0664
C -6.958 5.489 1.192 -0.2276 -0.0025 -0.0863 -0.6281
C -5.843 4.502 1.009 0.2034 -0.2301 0.1208 -0.0189
C -5.867 3.266 1.666 0.5036 0.0766 -0.3099 -0.1961
C -4.812 2.363 1.514 -0.0843 0.1563 0.0500 -0.2174
C -3.718 2.685 0.706 -1.3414 -0.0463 0.2912 -0.1868
C -3.681 3.927 0.064 -0.2299 -0.0090 0.2414 -0.2370
C -4.736 4.830 0.217 0.1762 -0.5138 0.1317 -0.2221
S -2.343 1.530 0.497 -2.3277 4.3127 -2.5851 1.1997
C -2.803 0.937 -1.152 -0.4760 0.3664 -0.8950 -0.8228
O -2.595 0.405 1.458 -2.8447 1.6528 3.3738 -0.8852
H -7.858 5.004 1.583 0.1787 0.0900 0.0019 0.2168
H -7.224 5.948 0.234 0.0553 0.0691 0.1796 0.2147
H -6.653 6.272 1.893 -0.1305 0.0123 -0.1037 0.2179
H -6.705 2.997 2.305 0.0810 0.0874 -0.1405 0.2134
H -4.848 1.408 2.034 0.0979 0.0389 -0.2036 0.2588
H -2.830 4.208 -0.552 -0.0639 -0.0845 -0.0308 0.2030
H -4.689 5.795 -0.284 -0.0602 -0.1365 0.0603 0.2067
H -3.824 0.546 -1.140 0.1064 -0.0606 -0.0725 0.2708
H -2.114 0.137 -1.435 -0.3758 0.3628 -0.3121 0.2516
H -2.721 1.753 -1.874 -0.0973 0.3423 0.2567 0.2184
H -0.482 0.177 2.165 0.6503 0.0433 -1.0262 0.0837
```
Forces are in eV/Å.

---

C27H24NO3 | the ωB97M-V functional and the def2-TZVPD basis

## Properties
Charge ... +1
F_max ... 2.96 eV Å⁻¹

```
55
Properties=species:S:1:pos:R:3:forces:R:3:nbo_charge:R:1
C -5.910 -0.126 3.507 -0.8600 -0.6552 0.0755 -0.0696
C -4.946 -1.281 3.179 -0.2315 -0.5578 -0.1772 -0.4621
C -3.606 -0.648 3.307 -0.1725 0.4954 0.0656 -0.1052
C -3.795 0.726 3.571 -1.0153 -0.5568 -0.1073 0.4894
O -5.137 1.069 3.664 2.9559 0.0920 -0.1680 -0.4548
C -2.675 1.550 3.720 -0.8453 0.5555 0.0952 -0.3031
C -1.422 1.009 3.628 -0.0303 -0.2962 -0.0516 -0.0788
C -1.218 -0.363 3.334 0.4131 0.0065 0.0826 -0.1780
C 0.051 -0.980 3.249 -0.0385 0.8768 0.0790 0.1308
C 1.330 -0.390 3.145 -0.2971 0.0802 -0.1187 -0.1748
C 2.460 -1.207 3.377 0.3263 0.3501 -0.0797 -0.0855
C 3.711 -0.659 3.360 0.1929 0.5522 -0.0667 -0.1121
C 3.909 0.715 3.098 1.0062 -0.5547 0.4051 0.4849
O 5.246 1.082 3.157 -2.9139 -0.0140 -0.5109 -0.4559
C 6.000 -0.072 3.542 0.8253 -0.5408 0.4806 -0.0693
C 5.048 -1.282 3.563 0.2716 -0.5548 0.0201 -0.4596
C 2.803 1.518 2.804 0.8287 0.5998 -0.0069 -0.3045
C 1.549 0.969 2.806 0.0701 -0.3790 -0.0422 -0.0944
C -2.357 -1.185 3.188 -0.4064 0.3092 0.1387 -0.0939
H -6.654 0.043 2.718 0.2858 0.0388 0.2023 0.2076
H -6.448 -0.294 4.449 0.1643 0.0517 -0.2243 0.2013
H -5.045 -2.128 3.867 -0.1371 0.1772 -0.1362 0.2406
H -5.081 -1.660 2.160 -0.1263 0.0418 0.1808 0.2375
H -2.816 2.597 3.922 0.0565 0.2102 0.1546 0.2456
H -0.575 1.631 3.848 0.0181 0.1338 0.1270 0.2305
H 0.045 -2.055 3.309 -0.0138 -0.3371 -0.0633 0.2146
H 2.330 -2.255 3.567 -0.0630 -0.3564 0.1464 0.2256
H 6.839 -0.194 2.844 -0.3621 0.1042 0.1431 0.2098
H 6.416 0.140 4.535 -0.0941 -0.0814 -0.2127 0.1993
H 5.088 -1.846 4.502 0.1433 0.1485 -0.1896 0.2429
H 5.257 -1.979 2.744 0.0772 0.0673 0.1495 0.2374
H 2.956 2.559 2.578 -0.0407 0.2104 -0.1845 0.2457
H 0.724 1.561 2.456 -0.0522 0.1852 0.0078 0.2287
H -2.235 -2.228 2.966 0.0459 -0.3836 -0.0399 0.2235
C -4.226 0.688 11.404 -0.1408 0.1630 0.2622 -0.2538
O -3.952 -0.328 10.470 1.1978 -0.1262 -1.4384 -0.4856
C -2.964 -0.012 9.536 -0.3356 0.3704 0.6086 0.3163
C -2.310 1.200 9.471 -0.7297 -0.4860 0.5170 -0.3074
C -1.313 1.451 8.516 0.0114 -0.3881 -0.2142 -0.0026
C -0.962 0.447 7.585 -0.0622 0.1151 0.1508 0.1033
C -1.647 -0.785 7.658 -0.0802 0.0009 0.0179 -0.1800
C -2.607 -1.007 8.595 -0.2946 -0.1379 0.2179 -0.2319
N 0.003 0.624 6.644 -0.1626 -0.1250 -0.0167 -0.4241
C 0.605 1.783 6.638 0.2800 -0.2856 -0.4800 0.0324
C 0.329 2.834 7.511 0.0970 0.6293 0.2249 -0.2643
C -0.632 2.677 8.454 -0.0794 -0.1071 0.0140 -0.1542
H -4.991 0.329 12.093 0.0938 -0.1244 -0.1934 0.2090
H -3.325 0.925 11.970 -0.0034 0.1535 0.0998 0.1791
H -4.600 1.574 10.890 -0.0157 0.1629 0.1008 0.1756
H -2.554 1.982 10.163 -0.0130 0.2854 0.1930 0.2202
H -1.383 -1.552 6.950 0.0716 -0.1845 -0.1409 0.2167
H -3.115 -1.953 8.646 -0.1232 -0.2477 0.0122 0.2303
H 1.371 1.914 5.889 0.2277 0.0287 -0.1913 0.1803
H 0.875 3.761 7.439 0.1241 0.0691 -0.0870 0.2258
H -0.877 3.459 9.150 -0.0443 0.2151 0.1688 0.2208
```
Forces are in eV/Å.

---

C27H25AuClN2PSTe | the ωB97M-V functional and the def2-TZVPD basis

## Properties
Charge ... +2
Energy relative to the best compared isomer or geometry (same formula, charge and spin) ... 209.1 kJ/mol
F_max ... 1.83 eV Å⁻¹

```
59
Properties=species:S:1:pos:R:3:forces:R:3:nbo_charge:R:1
Au 1.909 0.228 1.292 0.5619 -0.2317 0.1410 0.3837
Cl -0.074 3.603 0.169 0.1251 0.4453 -0.2453 -0.3548
C -0.453 0.581 -1.040 -0.6437 0.5107 0.5327 -0.3794
C 0.589 1.198 -1.875 -0.6301 -1.4355 -0.9507 0.3546
C -0.286 1.383 -3.053 0.2555 0.7680 1.3233 -0.3635
C -1.296 -0.594 -2.986 0.2118 0.1580 0.0004 -0.2574
C -0.568 -1.518 -2.048 -0.0714 0.1323 -0.7920 -0.0961
C -0.176 -0.918 -0.928 0.3149 0.3110 0.0687 -0.3647
P 0.560 -1.545 0.584 0.5371 0.2050 0.6104 0.9105
C 1.123 -3.212 0.313 -0.0398 -0.0436 -0.2039 -0.3458
C 0.317 -4.296 0.650 0.0020 -0.1336 -0.0709 -0.2144
C 0.753 -5.580 0.356 -0.0115 -0.0139 0.0562 -0.1819
C 1.983 -5.774 -0.259 0.0000 -0.0602 -0.0093 -0.1600
C 2.791 -4.691 -0.584 0.0053 0.0603 0.0167 -0.1922
C 2.367 -3.404 -0.293 -0.0161 -0.0889 -0.0246 -0.2049
C -0.862 -1.559 1.717 -0.1593 0.0479 -0.1587 -0.3247
C -2.184 -1.634 1.260 0.0936 0.0251 0.1099 -0.2337
C -3.237 -1.601 2.167 -0.0133 -0.0183 -0.0282 -0.2020
C -2.978 -1.507 3.527 -0.0164 -0.0034 0.0286 -0.1593
C -1.664 -1.453 3.991 -0.0797 0.0041 -0.0082 -0.1828
C -0.613 -1.472 3.094 0.0535 0.0082 -0.0540 -0.2314
H 1.672 1.238 -1.730 -0.1910 0.4867 0.1469 0.2437
H -0.326 2.385 -3.487 0.3547 -0.0435 -0.1223 0.3063
H -2.203 -1.056 -3.368 0.0027 -0.0025 -0.0622 0.2639
H -0.417 -2.574 -2.263 -0.1496 0.0937 0.1023 0.2628
H -0.639 -4.144 1.140 0.0443 -0.0218 -0.0407 0.2259
H 0.135 -6.431 0.613 0.0217 0.0197 0.0005 0.2377
H 2.319 -6.780 -0.480 -0.0228 0.0682 0.0136 0.2402
H 3.754 -4.852 -1.052 -0.0400 0.0110 0.0236 0.2389
H 2.999 -2.555 -0.532 -0.0190 -0.0216 0.0370 0.2248
H -2.390 -1.731 0.201 -0.0261 0.0077 -0.0091 0.2236
H -4.259 -1.660 1.810 0.0898 0.0105 0.0333 0.2410
H -3.801 -1.483 4.233 0.0841 -0.0097 -0.0684 0.2435
H -1.466 -1.397 5.055 -0.0142 -0.0098 -0.0666 0.2413
H 0.409 -1.429 3.458 -0.0076 0.0143 -0.0203 0.2349
Te -0.729 1.514 0.928 -0.6608 -0.0569 -0.1802 0.7742
C -1.465 0.762 -2.216 0.0266 -0.1838 0.0358 -0.0596
C -2.798 1.414 -2.277 0.4442 -0.1551 0.3110 -0.1429
C -3.314 1.657 -3.481 0.0201 0.0003 -0.6679 -0.2022
C -2.690 1.335 -4.791 -0.4920 0.1896 0.4372 -0.2040
C -1.527 0.743 -5.078 0.5136 -0.1709 0.0507 -0.1800
C -0.512 0.211 -4.085 -0.6486 -0.6892 -0.2317 -0.1525
H -3.329 1.696 -1.374 0.0649 -0.0443 0.0068 0.2352
H -4.282 2.142 -3.533 0.0429 -0.0276 -0.0487 0.2434
H -3.283 1.631 -5.649 -0.0201 0.0060 0.0462 0.2462
H -1.278 0.624 -6.127 0.1011 0.0127 0.0842 0.2488
H 0.350 -0.249 -4.556 0.0828 0.0709 -0.0293 0.2483
S 3.664 1.696 1.869 -0.0311 0.0332 -0.0960 -0.2397
C 2.980 3.219 2.303 -0.0165 -0.1908 -0.0681 0.3606
N 1.937 3.430 3.099 -0.2975 0.2146 0.1664 -0.5741
C 1.751 4.862 3.416 0.1763 -0.2413 -0.1745 -0.2290
C 2.815 5.537 2.519 0.0530 -0.3338 -0.0557 -0.2284
N 3.497 4.371 1.920 0.0504 0.3695 0.1026 -0.5489
H 1.566 2.691 3.669 0.0099 -0.0685 0.0303 0.4294
H 1.929 5.042 4.471 0.0397 -0.0074 0.0945 0.2271
H 0.744 5.184 3.170 -0.0752 -0.0002 -0.0481 0.2225
H 3.514 6.146 3.084 0.0706 0.0034 0.0479 0.2332
H 2.367 6.150 1.743 -0.0369 0.0230 -0.0906 0.2226
H 4.304 4.426 1.322 -0.0241 -0.0031 -0.0326 0.4415
```
Forces are in eV/Å.

---

C27H25BrN2O7P | the ωB97M-V functional and the def2-TZVPD basis

## Properties
Charge ... -1
Energy relative to the best compared isomer or geometry (same formula, charge and spin) ... 0.0 kJ/mol
F_max ... 4.69 eV Å⁻¹

```
63
Properties=species:S:1:pos:R:3:forces:R:3:nbo_charge:R:1
C 2.554 3.391 -1.899 0.1634 -0.4699 0.3906 -0.6306
C 1.698 2.491 -2.761 -0.3756 1.5604 -0.7166 -0.0676
O 1.773 1.154 -2.336 -0.4483 -2.2828 -0.3009 -0.4873
C 1.028 0.358 -3.146 -0.3755 -0.1903 -0.2688 0.9265
O 0.357 0.757 -4.073 0.6321 -0.2261 0.7808 -0.6065
N 1.093 -1.032 -2.850 0.2509 1.2589 0.1926 -0.4152
C 0.465 -2.027 -3.599 -0.0507 -0.3964 -0.0149 0.2303
C -0.357 -1.960 -4.722 0.1574 0.7312 0.1654 -0.2401
C -0.810 -3.131 -5.265 0.1446 -0.4328 0.1872 -0.2041
C -0.458 -4.370 -4.707 -0.3180 -0.0263 -0.4165 -0.2462
C 0.350 -4.446 -3.609 0.0604 0.5312 0.1075 -0.0628
Br 0.780 -6.119 -2.886 0.0777 -0.2816 0.1179 0.0842
C 0.831 -3.261 -3.041 0.1555 -0.5160 0.0894 -0.1326
C 1.708 -2.982 -1.945 0.2164 1.0716 -0.1478 0.0042
N 2.476 -3.964 -1.175 0.5900 -1.1841 1.5847 0.5130
O 3.526 -4.401 -1.663 -1.2944 0.8160 0.1387 -0.3737
O 2.046 -4.326 -0.074 0.3767 0.8325 -1.7890 -0.3208
C 1.842 -1.623 -1.854 0.5055 -1.2674 0.5308 0.0424
H 2.489 4.436 -2.207 -0.1373 -0.1428 -0.1414 0.2145
H 2.252 3.320 -0.854 -0.0663 0.0230 0.0048 0.2325
H 3.600 3.085 -1.947 0.0304 0.0252 -0.0557 0.2094
H 0.638 2.780 -2.732 0.3011 0.1493 -0.0205 0.1963
H 2.015 2.514 -3.814 -0.0832 0.2096 0.2308 0.1797
H -0.594 -0.994 -5.133 -0.1450 -0.0100 -0.0996 0.2521
H -1.441 -3.105 -6.137 -0.1233 -0.0157 -0.1437 0.2147
H -0.824 -5.286 -5.140 -0.1005 -0.0916 -0.1142 0.2209
H 2.466 -1.086 -1.157 -0.2403 0.2762 -0.0888 0.2614
C 4.648 1.252 3.008 -0.0451 0.0142 -0.5601 -0.6209
C 3.271 0.668 3.220 0.1238 -0.1383 0.9904 -0.0709
O 2.502 0.632 2.042 0.2429 0.1139 -0.2206 -0.5522
C 1.216 0.231 2.356 -1.7410 -0.4129 0.0308 0.7056
C 0.314 0.163 1.301 -1.3112 0.6102 0.2396 -0.9712
P -1.415 -0.221 1.565 2.3551 -3.8826 -1.1640 1.8858
C -1.989 0.130 3.231 0.2255 0.3294 -0.7025 -0.3965
C -1.499 1.185 3.962 0.1850 0.4672 0.4087 -0.1559
C -1.964 1.412 5.242 0.1688 0.2305 -0.0945 -0.2215
C -2.940 0.592 5.771 -0.1942 -0.0047 0.2101 -0.2185
C -3.431 -0.465 5.031 -0.1207 -0.1131 0.0283 -0.2497
C -2.948 -0.698 3.756 -0.4270 -0.4151 0.2219 -0.1238
C -2.360 0.823 0.462 0.3293 -0.0750 0.5011 -0.3171
C -2.425 2.177 0.678 -0.2045 0.6684 -0.1970 -0.1982
C -3.153 2.974 -0.186 0.1208 0.1841 0.1664 -0.2311
C -3.807 2.400 -1.260 -0.1946 0.0661 -0.1753 -0.2276
C -3.723 1.039 -1.479 0.0082 -0.0162 -0.1251 -0.2105
C -2.992 0.247 -0.611 -0.3131 -0.2350 -0.5807 -0.2178
O -1.713 -1.696 1.211 -0.3544 2.0466 0.5070 -1.1413
O 0.886 -0.024 3.523 0.9765 0.0437 0.2806 -0.7463
H 5.204 1.336 3.945 -0.1658 -0.1058 0.0039 0.2024
H 5.223 0.634 2.320 0.1235 -0.0640 -0.0283 0.1982
H 4.584 2.245 2.564 -0.0394 0.1211 0.0104 0.1983
H 3.321 -0.363 3.595 0.2122 0.2565 0.2245 0.1764
H 2.696 1.247 3.955 0.3914 -0.1404 0.0698 0.1842
H 0.633 0.341 0.295 0.0265 0.2355 -0.5201 0.2112
H -0.705 1.787 3.550 0.0840 0.1366 -0.0264 0.2276
H -1.543 2.207 5.836 0.0201 0.1889 0.0860 0.1976
H -3.325 0.784 6.759 -0.0279 -0.0214 0.2351 0.1955
H -4.178 -1.118 5.453 -0.1705 -0.1142 0.0709 0.1979
H -3.294 -1.534 3.167 -0.0089 -0.1263 -0.0912 0.2322
H -1.898 2.607 1.514 0.0836 0.1364 0.1584 0.2164
H -3.197 4.040 -0.031 -0.0669 0.1883 0.0442 0.1997
H -4.393 3.016 -1.923 -0.0614 0.1298 -0.1621 0.1983
H -4.210 0.596 -2.333 -0.1310 -0.0761 -0.1384 0.2004
H -2.899 -0.817 -0.763 -0.0034 -0.1773 0.0958 0.2484
```
Forces are in eV/Å.

---

Number 1: total energy -3441.670747 Eh. Number 2: total energy -1323.488423 Eh. Number 3: total energy -2756.198766 Eh. Number 4: total energy -4595.442714 Eh.